Record 1
# C48H44BrGdN5O9P2S

A molecular structure, C48H44BrGdN5O9P2S in a non-equilibrium geometry (wB97M-V/def2-TZVPD, OMol25).

CARTESIAN COORDINATES (ANGSTROEM)
1 Gd -0.173 0.165 -0.915
2 O -0.654 0.763 1.333
3 P -1.011 0.408 2.778
4 C -1.658 -1.322 2.995
5 P -1.270 -2.464 1.574
6 O -0.702 -1.840 0.331
7 C -2.852 -3.314 1.294
8 C -3.467 -4.068 2.308
9 C -4.689 -4.687 2.030
10 C -5.294 -4.555 0.796
11 C -4.734 -3.756 -0.158
12 C -3.513 -3.130 0.058
13 C -0.161 -3.694 2.191
14 C -0.380 -5.067 1.936
15 C 0.579 -5.946 2.309
16 C 1.774 -5.628 2.959
17 C 1.995 -4.253 3.211
18 C 1.030 -3.310 2.803
19 C -2.340 1.462 3.342
20 C -2.654 2.620 2.585
21 C -3.555 3.586 3.032
22 C -4.306 3.299 4.174
23 C -4.137 2.085 4.798
24 C -3.082 1.225 4.494
25 C 0.340 0.564 3.985
26 C 0.053 0.558 5.372
27 C 0.896 1.273 6.243
28 C 2.156 1.664 5.821
29 C 2.546 1.387 4.485
30 C 1.661 0.898 3.570
31 H -2.786 -1.264 3.131
32 H -1.309 -1.774 3.914
33 H -3.032 -4.147 3.328
34 H -5.095 -5.285 2.807
35 H -6.225 -5.080 0.596
36 H -5.259 -3.656 -1.135
37 H -2.984 -2.625 -0.756
38 H -1.294 -5.387 1.405
39 H 0.521 -7.027 2.144
40 H 2.501 -6.435 3.123
41 H 2.924 -3.938 3.682
42 H 1.245 -2.262 2.921
43 H -2.148 2.779 1.629
44 H -3.661 4.543 2.523
45 H -5.063 4.022 4.579
46 H -4.837 1.823 5.623
47 H -2.828 0.341 5.099
48 H -0.823 0.065 5.779
49 H 0.492 1.502 7.246
50 H 2.895 2.089 6.480
51 H 3.564 1.592 4.186
52 H 1.955 0.803 2.512
53 O 1.860 -0.387 0.400
54 C 2.759 -1.212 0.130
55 C 2.992 -1.899 -1.082
56 C 3.831 -2.999 -0.987
57 C 4.267 -3.537 -2.216
58 C 3.730 -3.144 -3.453
59 C 2.748 -2.142 -3.469
60 C 2.256 -1.556 -2.272
61 O 1.098 -0.982 -2.238
62 N 5.065 -4.750 -2.153
63 O 5.412 -5.230 -3.244
64 O 5.367 -5.211 -1.056
65 H 3.496 -1.388 0.966
66 H 4.242 -3.335 -0.029
67 H 4.001 -3.671 -4.361
68 H 2.445 -1.724 -4.451
69 C -0.612 4.259 -2.523
70 C 0.033 3.653 -1.301
71 O 0.102 2.427 -0.980
72 N 0.433 4.528 -0.361
73 C 1.322 4.279 0.749
74 C 2.791 4.410 0.400
75 C 3.453 5.607 0.582
76 C 4.707 5.751 0.062
77 C 5.417 4.607 -0.400
78 C 4.708 3.386 -0.353
79 N 3.422 3.304 -0.026
80 H -1.023 3.435 -3.116
81 H 0.134 4.734 -3.218
82 H -1.401 5.011 -2.258
83 H 0.331 5.509 -0.573
84 H 1.186 3.205 0.996
85 H 1.022 4.907 1.609
86 H 2.981 6.392 1.125
87 H 5.129 6.728 -0.059
88 H 6.457 4.644 -0.685
89 H 5.160 2.444 -0.611
90 N 1.081 1.508 -5.291
91 C 2.242 2.249 -5.351
92 N 3.059 1.970 -6.402
93 S 2.733 3.361 -4.223
94 H 0.987 0.655 -5.800
95 H 0.502 1.496 -4.496
96 H 2.717 1.448 -7.177
97 H 3.801 2.651 -6.556
98 Br -6.746 -1.385 -4.406
99 C -5.055 -0.703 -4.993
100 C -4.719 -0.236 -6.250
101 C -3.428 0.324 -6.495
102 C -2.524 0.537 -5.441
103 C -2.945 0.073 -4.170
104 C -4.191 -0.559 -3.950
105 C -2.038 0.120 -2.962
106 O -2.284 -0.512 -1.860
107 O -1.013 0.851 -3.133
108 H -5.461 -0.335 -7.031
109 H -3.173 0.600 -7.545
110 H -1.535 1.031 -5.633
111 H -4.480 -0.798 -2.928

Properties
**Spin multiplicity**: 8
**Total charge**: +1
**HOMO level (spin up / spin down)**: -10.103 / -10.103 eV

---

Record 2
# C48H44Cl6N7NaO5S

A molecular structure, C48H44Cl6N7NaO5S (wB97M-V/def2-TZVPD, OMol25).

CARTESIAN COORDINATES (ANGSTROEM)
1 Na -1.255 1.043 0.420
2 Cl -5.709 2.559 5.860
3 C -4.243 2.109 5.020
4 C -4.319 1.769 3.669
5 C -3.201 1.389 2.951
6 N -3.269 1.184 1.579
7 C -3.425 0.038 0.984
8 O -3.214 -0.121 -0.255
9 C -3.851 -1.226 1.716
10 C -4.610 -2.170 1.021
11 C -4.990 -3.330 1.665
12 C -4.576 -3.531 2.977
13 C -3.806 -2.547 3.574
14 N -3.458 -1.413 2.972
15 C -1.923 1.374 3.593
16 C -1.881 1.707 4.944
17 C -3.023 2.077 5.652
18 Cl -2.858 2.481 7.346
19 N -0.810 0.920 2.913
20 C 0.365 1.492 3.086
21 O 1.477 0.940 2.915
22 C 0.446 2.991 3.382
23 C 1.519 3.493 4.114
24 C 1.608 4.858 4.315
25 C 0.646 5.681 3.747
26 C -0.367 5.089 3.006
27 N -0.478 3.777 2.836
28 H -5.275 1.816 3.163
29 H -4.857 -1.970 -0.012
30 H -5.592 -4.072 1.153
31 H -4.835 -4.427 3.526
32 H -3.446 -2.675 4.591
33 H -0.939 1.658 5.476
34 H 2.257 2.799 4.491
35 H 2.421 5.278 4.897
36 H 0.682 6.757 3.865
37 H -1.125 5.697 2.521
38 Cl 1.261 6.836 -3.631
39 C 0.954 5.308 -2.821
40 C -0.167 5.172 -2.014
41 C -0.394 3.971 -1.379
42 Cl -1.835 3.802 -0.408
43 C 0.471 2.835 -1.476
44 O 0.272 1.741 -0.864
45 C 1.567 3.061 -2.355
46 Cl 2.637 1.708 -2.658
47 C 1.820 4.250 -3.007
48 H -0.861 5.991 -1.890
49 H 2.676 4.340 -3.662
50 C 4.333 0.866 0.797
51 C 5.103 -0.363 1.302
52 C 5.524 -0.075 2.749
53 C 6.368 -0.526 0.455
54 C 4.252 -1.678 1.261
55 O 4.967 -2.716 1.976
56 C 4.007 -2.277 -0.136
57 C 3.424 -1.449 -1.285
58 C 2.965 -2.360 -2.392
59 C 1.713 -2.968 -2.321
60 C 1.288 -3.841 -3.309
61 C 2.128 -4.109 -4.376
62 Cl 1.599 -5.210 -5.630
63 C 3.376 -3.523 -4.477
64 C 3.782 -2.650 -3.478
65 C 2.957 -1.494 2.085
66 N 1.712 -1.870 1.442
67 C 0.870 -1.071 0.776
68 N -0.276 -1.683 0.545
69 C -0.082 -2.889 1.132
70 N 1.101 -3.057 1.688
71 H 5.012 1.724 0.797
72 H 3.490 1.130 1.440
73 H 3.954 0.772 -0.217
74 H 6.035 0.890 2.785
75 H 6.194 -0.844 3.135
76 H 4.665 -0.007 3.418
77 H 7.022 0.338 0.603
78 H 6.145 -0.589 -0.611
79 H 6.950 -1.410 0.735
80 H 5.730 -2.960 1.442
81 H 3.364 -3.145 0.028
82 H 4.965 -2.684 -0.484
83 H 4.163 -0.748 -1.677
84 H 2.580 -0.840 -0.965
85 H 1.057 -2.748 -1.486
86 H 0.310 -4.302 -3.260
87 H 4.010 -3.740 -5.325
88 H 4.755 -2.176 -3.551
89 H 2.801 -0.472 2.409
90 H 3.031 -2.105 2.981
91 H 1.131 -0.066 0.469
92 H -0.834 -3.662 1.165
93 C -6.500 -2.407 -5.647
94 C -5.358 -1.626 -5.058
95 C -4.470 -0.930 -5.867
96 C -3.419 -0.203 -5.318
97 C -3.259 -0.180 -3.946
98 C -4.140 -0.855 -3.107
99 C -5.176 -1.576 -3.675
100 S -1.923 0.797 -3.261
101 C -0.919 -0.574 -2.712
102 O -1.222 1.411 -4.430
103 H -6.499 -2.348 -6.736
104 H -7.462 -2.029 -5.294
105 H -6.448 -3.463 -5.371
106 H -4.599 -0.953 -6.944
107 H -2.717 0.352 -5.930
108 H -4.004 -0.790 -2.030
109 H -5.866 -2.109 -3.028
110 H -0.806 -1.296 -3.522
111 H -1.378 -1.020 -1.827
112 H 0.034 -0.120 -2.437

Properties
**Spin multiplicity**: 1
**Total charge**: -2
**HOMO level**: -2.221 eV

---

Record 3
# C48H44ClCoIN6O2Si

A molecular structure, C48H44ClCoIN6O2Si in a non-equilibrium geometry (wB97M-V/def2-TZVPD, OMol25).

CARTESIAN COORDINATES (ANGSTROEM)
1 Co 0.017 0.048 -0.027
2 Cl 6.598 -3.641 -0.764
3 C 5.072 -2.860 -0.408
4 C 4.565 -2.954 0.856
5 C 3.345 -2.349 1.152
6 I 2.579 -2.639 3.092
7 C 2.592 -1.574 0.251
8 O 1.503 -1.007 0.614
9 C 3.161 -1.498 -1.091
10 N 2.486 -0.781 -2.000
11 C 2.918 -0.734 -3.232
12 C 4.080 -1.387 -3.668
13 C 4.819 -2.089 -2.757
14 C 4.379 -2.163 -1.420
15 H 5.103 -3.504 1.615
16 H 2.321 -0.161 -3.934
17 H 4.387 -1.322 -4.704
18 H 5.729 -2.599 -3.042
19 C -0.721 -1.307 -1.119
20 C -0.815 -2.050 -2.100
21 C -0.740 -2.977 -3.158
22 C -1.531 -2.782 -4.342
23 C -1.849 -3.830 -5.242
24 C -2.529 -3.592 -6.422
25 C -2.950 -2.306 -6.760
26 C -2.706 -1.271 -5.859
27 C -2.029 -1.497 -4.676
28 C 0.315 -3.980 -3.052
29 C 0.954 -4.538 -4.182
30 C 1.998 -5.438 -4.056
31 C 2.464 -5.817 -2.802
32 C 1.882 -5.246 -1.674
33 C 0.836 -4.349 -1.791
34 H -1.569 -4.843 -4.984
35 H -2.732 -4.417 -7.098
36 H -3.459 -2.119 -7.700
37 H -3.030 -0.263 -6.103
38 H -1.834 -0.682 -3.988
39 H 0.652 -4.218 -5.171
40 H 2.468 -5.842 -4.949
41 H 3.282 -6.523 -2.704
42 H 2.256 -5.500 -0.687
43 H 0.409 -3.891 -0.907
44 N -3.275 0.922 6.414
45 C -3.236 1.392 7.700
46 C -4.211 1.613 8.658
47 C -3.792 2.125 9.879
48 C -2.446 2.409 10.121
49 C -1.472 2.181 9.165
50 C -1.868 1.654 7.936
51 N -1.126 1.333 6.835
52 C -1.979 0.897 5.933
53 C -1.622 0.451 4.611
54 C -2.550 0.141 3.609
55 C -2.103 -0.199 2.352
56 N -0.819 -0.253 2.007
57 C 0.073 -0.032 2.979
58 C -0.272 0.310 4.267
59 H -4.082 0.587 5.919
60 H -5.256 1.403 8.467
61 H -4.527 2.314 10.651
62 H -2.164 2.829 11.079
63 H -0.429 2.398 9.352
64 H -3.616 0.176 3.808
65 H -2.801 -0.457 1.564
66 H 1.108 -0.137 2.689
67 H 0.477 0.496 5.023
68 C -4.110 2.617 -2.304
69 N -3.426 2.235 -1.090
70 C -4.259 1.794 0.005
71 C -2.131 1.829 -1.153
72 O -1.593 1.160 -0.292
73 H -4.816 3.425 -2.100
74 H -4.665 1.773 -2.727
75 H -3.388 2.958 -3.044
76 H -4.996 2.566 0.236
77 H -3.627 1.620 0.871
78 H -4.781 0.863 -0.243
79 H -1.603 2.183 -2.043
80 C 0.203 3.092 1.999
81 Si 1.740 2.676 0.934
82 C 2.552 4.411 0.843
83 C 3.009 1.691 1.958
84 N 1.237 1.872 -0.477
85 C 1.302 2.290 -1.772
86 C 0.616 1.594 -2.803
87 C 0.585 2.044 -4.109
88 C 1.252 3.207 -4.489
89 C 1.989 3.873 -3.519
90 C 2.031 3.427 -2.209
91 H 0.405 2.990 3.069
92 H -0.638 2.439 1.760
93 H -0.121 4.120 1.816
94 H 2.611 4.818 1.858
95 H 1.961 5.107 0.242
96 H 3.567 4.391 0.439
97 H 2.772 1.740 3.025
98 H 4.020 2.084 1.824
99 H 3.031 0.640 1.666
100 H 0.127 0.659 -2.545
101 H 0.038 1.470 -4.852
102 H 1.227 3.560 -5.513
103 H 2.551 4.761 -3.794
104 H 2.643 3.963 -1.498

Properties
**Spin multiplicity**: 4
**Total charge**: -2
**HOMO level (spin up / spin down)**: 0.413 / 0.363 eV

---

Record 4
# C48H44N5O2PdS3Se

A molecular structure, C48H44N5O2PdS3Se (wB97M-V/def2-TZVPD, OMol25).

CARTESIAN COORDINATES (ANGSTROEM)
1 Pd -0.191 -0.882 -0.234
2 C -2.044 7.358 0.590
3 C -2.278 5.871 0.620
4 C -3.547 5.338 0.443
5 C -3.757 3.964 0.472
6 C -2.686 3.114 0.677
7 C -1.407 3.628 0.858
8 C -1.212 4.996 0.832
9 S -2.912 1.350 0.731
10 O -2.303 0.925 1.966
11 O -4.335 1.114 0.585
12 N -2.050 0.754 -0.469
13 C -2.575 0.661 -1.729
14 C -3.629 1.402 -2.252
15 C -4.056 1.262 -3.581
16 C -3.462 0.381 -4.437
17 C -2.398 -0.413 -3.958
18 C -1.736 -1.347 -4.785
19 C -0.715 -2.103 -4.293
20 C -0.342 -1.928 -2.952
21 N -0.939 -1.073 -2.160
22 C -1.963 -0.288 -2.617
23 H -2.967 7.898 0.382
24 H -1.315 7.623 -0.178
25 H -1.654 7.712 1.546
26 H -4.386 6.005 0.282
27 H -4.747 3.543 0.350
28 H -0.580 2.948 1.028
29 H -0.215 5.398 0.976
30 H -4.144 2.101 -1.618
31 H -4.880 1.876 -3.925
32 H -3.788 0.276 -5.464
33 H -2.054 -1.445 -5.816
34 H -0.185 -2.818 -4.906
35 H 0.487 -2.477 -2.521
36 S -1.034 -3.251 0.541
37 C -0.574 -3.061 2.231
38 C -0.941 -4.107 3.076
39 C -0.686 -4.074 4.433
40 C -1.130 -5.146 5.275
41 N -1.484 -6.008 5.949
42 C -0.017 -2.948 4.953
43 C 0.373 -1.923 4.126
44 C 0.105 -1.931 2.734
45 S 0.650 -0.576 1.833
46 C 0.265 -2.857 6.365
47 N 0.498 -2.776 7.486
48 H -1.464 -4.958 2.659
49 H 0.891 -1.070 4.545
50 Se -3.025 -2.188 0.458
51 C -3.698 -2.837 2.122
52 C -4.197 -4.127 2.262
53 C -4.536 -4.598 3.522
54 C -4.385 -3.777 4.634
55 C -3.908 -2.483 4.485
56 C -3.559 -2.006 3.227
57 H -4.288 -4.763 1.391
58 H -4.904 -5.609 3.642
59 H -4.629 -4.155 5.619
60 H -3.786 -1.845 5.351
61 H -3.158 -1.007 3.096
62 C 2.773 -4.942 0.664
63 C 3.269 -3.552 0.354
64 C 4.582 -3.178 0.647
65 C 4.986 -1.879 0.380
66 C 6.397 -1.439 0.680
67 C 4.094 -0.953 -0.154
68 C 2.756 -1.280 -0.448
69 C 2.407 -2.628 -0.194
70 N 1.781 -0.441 -0.942
71 C 2.127 0.846 -1.528
72 C 3.179 0.689 -2.642
73 C 3.516 2.047 -3.263
74 C 2.267 2.633 -3.926
75 C 1.182 2.803 -2.860
76 C 1.672 3.798 -1.807
77 C 2.918 3.227 -1.130
78 C 4.015 3.003 -2.175
79 C 2.564 1.890 -0.474
80 C 0.887 1.441 -2.215
81 H 3.599 -5.646 0.762
82 H 2.102 -5.306 -0.116
83 H 2.214 -4.951 1.604
84 H 5.273 -3.891 1.082
85 H 6.978 -2.251 1.117
86 H 6.407 -0.602 1.381
87 H 6.907 -1.109 -0.228
88 H 4.472 0.046 -0.312
89 H 1.398 -2.938 -0.425
90 H 2.756 0.020 -3.399
91 H 4.092 0.214 -2.282
92 H 4.303 1.910 -4.012
93 H 1.915 1.962 -4.716
94 H 2.498 3.598 -4.392
95 H 0.260 3.175 -3.319
96 H 0.889 3.970 -1.068
97 H 1.899 4.762 -2.277
98 H 3.278 3.924 -0.366
99 H 4.907 2.587 -1.696
100 H 4.304 3.960 -2.624
101 H 1.724 2.015 0.220
102 H 3.402 1.535 0.124
103 H 0.557 0.753 -3.002
104 H 0.079 1.533 -1.482

Properties
**Spin multiplicity**: 1
**Total charge**: -1
**HOMO level**: -4.334 eV